Molecular formula: C20H14FMgN6O2
Method: DFT, ωB97M-V/def2-TZVPD

Last column: Mulliken charge in e.
Cartesian coordinates (Å):
Mg 0.16 0.49 0.08  0.84
F -0.15 6.85 0.25  -0.36
O 2.83 -1.86 2.30  -0.68
O 1.77 0.48 -1.42  -0.64
N -0.16 -0.63 4.25  -0.02
N -5.59 -2.04 -1.67  -0.58
N -1.57 -0.39 -0.56  -0.74
N 1.92 -0.78 0.45  -0.41
N -3.90 -1.00 -0.19  -0.69
N -0.20 0.27 2.26  -0.12
C 4.96 0.43 -1.30  -0.48
C 2.48 -0.10 -0.59  0.84
C 6.28 0.24 -0.89  -0.44
C 0.07 2.66 0.10  -0.80
C -2.69 -0.68 -0.43  0.89
C 4.26 -0.82 0.64  0.08
C 3.97 -0.12 -0.51  0.22
C 6.57 -0.48 0.27  -0.45
C -4.76 -1.55 -1.02  0.46
C -1.22 4.77 -0.07  -0.77
C -0.31 -0.86 2.93  0.46
C -0.53 -2.22 2.36  -1.21
C -0.08 5.49 0.20  0.59
C 0.05 1.26 3.19  -0.32
C 5.56 -1.02 1.06  -0.34
C 0.09 0.71 4.43  -0.73
C 1.18 3.48 0.36  0.15
C 2.94 -1.23 1.26  0.04
C -1.12 3.38 -0.11  0.19
C 1.14 4.88 0.42  -0.87
H 2.16 3.03 0.53  0.24
H 4.71 0.99 -2.19  0.49
H -2.15 5.29 -0.24  0.41
H 7.61 -0.61 0.56  0.38
H -0.16 -1.34 4.96  0.17
H 0.39 -2.80 2.43  0.24
H 5.78 -1.57 1.97  0.47
H 7.09 0.65 -1.48  0.38
H -2.04 2.84 -0.32  0.33
H -1.34 -2.73 2.89  0.47
H 0.25 1.14 5.41  0.41
H 0.18 2.28 2.89  0.40
H 2.02 5.48 0.62  0.41
H -0.81 -2.14 1.31  0.11

Spin multiplicity: 1
Electronic energy: -1549.74219 hartree
Total charge: -1
Gap between HOMO and LUMO: 7.87 eV
E_LUMO: 0.086 Eh
Relative energy (zero: lowest compared OMol25 entry of this formula, charge and spin): 0.0778 eV

Molecular formula: C20H14FN3O
Method: DFT, ωB97M-V/def2-TZVPD

Last column: Mulliken charge in e.
Cartesian coordinates (Å):
F 6.19 -2.31 1.28  -0.29
O -3.65 2.23 -4.60  -0.55
N 0.82 -0.02 -1.03  -0.53
N -1.22 -0.07 -0.04  0.15
N -1.69 -0.56 4.93  -0.59
C -1.88 -1.06 2.70  -0.54
C -2.44 1.84 -5.24  -0.48
C 2.31 -0.81 0.58  0.04
C 4.72 -0.84 0.01  -0.58
C -0.49 0.23 -1.21  -0.36
C -0.51 -0.02 4.70  -0.39
C -2.34 -1.17 3.98  -0.33
C -1.11 1.83 -3.29  0.16
C 0.94 -0.36 0.31  0.76
C 5.00 -1.74 1.06  0.41
C -0.01 0.17 3.43  -0.42
C -2.55 0.24 0.05  -0.49
C -1.21 2.37 -4.61  -0.65
C 3.44 -0.41 -0.21  -0.47
C -0.29 -0.33 0.97  0.12
C 2.62 -1.73 1.63  -0.41
C -3.73 0.45 -0.08  -0.02
C 3.89 -2.14 1.89  -0.64
C -0.85 1.13 -2.25  0.20
C -0.67 -0.39 2.41  0.26
H -0.12 0.63 5.50  0.36
H 4.10 -2.87 2.61  0.44
H 0.86 0.69 3.37  0.60
H -3.86 2.15 -3.65  0.33
H -2.43 -1.64 1.95  0.40
H -0.44 2.05 -5.13  0.39
H -2.34 0.71 -5.23  0.28
H -4.79 0.46 -0.36  0.45
H 1.90 -2.19 2.20  0.58
H -1.12 3.44 -4.68  0.32
H 3.24 0.22 -1.05  0.44
H -3.34 -1.61 4.12  0.33
H 5.46 -0.61 -0.72  0.38
H -2.40 2.05 -6.30  0.35

Spin multiplicity: 1
Electronic energy: -1109.68067 hartree
Gap between HOMO and LUMO: 7.78 eV
E_LUMO: -0.009 Eh

Molecular formula: C20H14N2OPtS
Method: DFT, ωB97M-V/def2-TZVPD

Last column: Mulliken charge in e.
Cartesian coordinates (Å):
Pt 0.38 -0.78 -1.03  0.88
S 0.18 1.53 -1.52  -0.15
O -1.58 -0.69 -1.86  -0.87
N -2.00 0.38 -2.48  0.54
N 0.52 -0.67 1.03  -0.58
C -2.79 -0.62 3.57  -0.68
C -3.68 1.46 -3.74  -0.67
C 2.33 -0.77 -0.81  0.04
C -1.90 -0.75 1.33  -1.07
C 5.04 -0.63 -0.38  -0.84
C -1.28 1.53 -2.40  0.83
C -2.97 2.66 -3.67  -0.24
C 4.16 -0.65 0.70  -0.58
C -0.60 -0.68 1.85  0.91
C -2.97 -0.72 2.17  -0.74
C -1.77 2.69 -3.01  -0.76
C 0.92 -0.56 3.73  -0.63
C 1.99 -0.59 2.88  -0.80
C -3.18 0.33 -3.15  -0.20
C 4.55 -0.69 -1.68  -0.67
C 3.17 -0.74 -1.90  -0.54
C 1.77 -0.65 1.50  1.36
C -0.40 -0.60 3.24  1.10
C -1.54 -0.58 4.09  -0.86
C 2.80 -0.68 0.48  0.84
H -2.03 -0.86 0.26  0.75
H -1.18 3.59 -2.94  0.40
H 6.10 -0.53 -0.21  0.43
H 1.08 -0.51 4.80  0.48
H -3.98 -0.78 1.78  0.43
H 5.23 -0.68 -2.52  0.43
H -3.65 -0.60 4.22  0.42
H -3.66 -0.64 -3.16  0.47
H 4.56 -0.60 1.71  0.45
H -3.37 3.56 -4.12  0.44
H -4.64 1.40 -4.25  0.43
H -1.39 -0.53 5.16  0.44
H 3.00 -0.58 3.26  0.39
H 2.79 -0.78 -2.91  0.41

Spin multiplicity: 1
Electronic energy: -1472.13419 hartree
Total charge: +2
Gap between HOMO and LUMO (alpha / beta): 5.18 / 5.17 eV
E_LUMO (alpha / beta): -0.365 / -0.365 Eh

Molecular formula: C20H14N4O3S
Method: DFT, ωB97M-V/def2-TZVPD

Last column: Mulliken charge in e.
Cartesian coordinates (Å):
S -1.18 2.12 -4.67  -0.16
O -1.66 2.70 2.83  -0.99
O -0.09 0.84 -6.78  -0.60
O -1.58 -0.61 0.31  -0.61
N -1.28 1.65 0.33  -0.33
N 1.45 0.17 -2.52  0.35
N 1.12 0.85 -4.86  -0.20
N -0.53 1.56 -0.80  -0.13
C -3.38 0.47 4.83  -0.31
C 1.65 -1.40 -0.63  0.77
C 0.87 -0.76 -1.69  -0.27
C 1.77 -2.95 1.26  -0.72
C 3.69 -1.43 0.82  -0.80
C 3.02 -2.38 1.62  -0.43
C 2.97 -0.86 -0.30  0.69
C 3.39 0.12 -1.12  -0.79
C -2.75 1.58 4.33  -0.52
C -2.90 -0.70 2.76  -0.39
C -2.31 0.42 2.29  -0.58
C -1.19 1.63 -1.91  -0.52
C 2.66 0.63 -2.23  -0.13
C -0.45 1.53 -3.26  0.89
C -2.22 1.53 3.09  1.15
C 0.05 1.25 -5.61  0.56
C 0.71 0.79 -3.45  -0.72
C -1.60 0.38 0.95  0.51
C -3.52 -0.73 4.00  -0.79
C 1.08 -2.52 0.13  -0.29
H 4.34 0.59 -0.97  0.43
H -2.65 2.46 4.93  0.43
H 4.73 -1.10 1.08  0.34
H -3.76 0.49 5.81  0.40
H 3.58 -2.79 2.46  0.37
H -2.22 1.92 -1.92  0.40
H 1.45 -3.86 1.67  0.45
H -1.11 2.37 1.05  0.34
H 0.15 -3.05 -0.28  0.28
H -2.82 -1.61 2.21  0.39
H 3.14 1.34 -2.81  0.49
H -0.13 -1.08 -1.97  0.43
H -4.04 -1.65 4.36  0.33
H 1.55 0.09 -5.34  0.26

Spin multiplicity: 1
Electronic energy: -1613.30163 hartree
Gap between HOMO and LUMO: 3.57 eV
E_LUMO: -0.082 Eh
Relative energy (zero: lowest compared OMol25 entry of this formula, charge and spin): 2.1925 eV

Molecular formula: C20H14N4O5S3Ti
Method: DFT, ωB97M-V/def2-TZVPD

Last column: Mulliken charge in e.
Cartesian coordinates (Å):
Ti -0.13 0.09 -0.43  -0.49
S -1.61 1.93 -1.46  1.02
S -1.23 1.21 2.47  -0.21
S 0.31 2.46 -1.21  -0.23
O -1.71 0.94 -0.26  -0.28
O -1.21 -1.43 -1.38  -0.62
O 0.57 -0.46 -2.12  -0.59
O -1.72 1.13 -2.65  -0.55
O -2.52 3.02 -1.29  -0.67
N 0.39 -2.46 1.46  -0.71
N 2.07 0.32 -0.07  0.65
N 0.16 1.03 1.53  0.23
N 1.63 2.13 3.00  -0.07
C 4.32 0.33 -0.85  -0.89
C 3.70 1.68 1.02  -1.06
C -0.46 -2.08 -3.56  0.24
C -1.59 2.73 4.71  -0.75
C -0.39 -1.29 -2.32  1.44
C 0.67 2.60 3.92  0.20
C 0.51 -1.91 -4.54  -0.30
C -0.66 2.26 3.80  0.77
C 3.01 -0.11 -0.90  -0.11
C 1.32 1.47 1.85  0.82
C 2.41 1.16 0.91  0.65
C -1.49 -3.82 -4.85  -0.63
C 4.66 1.27 0.12  -0.53
C 0.48 -2.70 -5.68  -0.68
C -0.52 -3.65 -5.83  -0.37
C 0.16 3.89 5.89  -0.60
C 0.26 -1.53 0.79  0.55
C 1.08 3.42 4.96  -0.65
C -1.46 -3.04 -3.71  -0.39
C -1.17 3.54 5.77  -0.64
H 5.05 -0.04 -1.55  0.42
H 5.67 1.66 0.17  0.44
H 2.70 -0.82 -1.65  0.57
H 1.22 -2.57 -6.45  0.40
H 2.13 3.69 5.05  0.36
H -2.63 2.47 4.60  0.39
H 3.95 2.40 1.78  0.35
H 1.26 -1.15 -4.40  0.43
H -0.55 -4.27 -6.72  0.39
H -2.26 -4.56 -4.98  0.40
H -2.20 -3.14 -2.93  0.47
H 2.57 2.45 3.13  0.06
H 0.49 4.52 6.70  0.38
H -1.90 3.90 6.48  0.38

Spin multiplicity: 1
Electronic energy: -3409.93853 hartree
Gap between HOMO and LUMO: 6.83 eV
E_LUMO: -0.045 Eh

Molecular formula: C20H14N5O4
Method: DFT, ωB97M-V/def2-TZVPD

Last column: Mulliken charge in e.
Cartesian coordinates (Å):
O 1.28 1.59 -3.10  -0.74
O -1.37 2.15 -1.34  -0.62
O 3.82 1.42 2.56  -0.41
O 3.57 1.55 -3.00  -0.27
N 4.30 1.25 0.37  -0.73
N 1.99 1.30 1.14  -0.50
N 2.27 1.34 -2.43  0.79
N 4.56 1.40 -2.02  -0.58
N -0.83 0.92 2.52  -0.87
C 0.97 -2.94 0.33  -0.83
C -4.89 0.07 -1.06  -0.61
C -0.19 -2.60 -1.78  -1.04
C -4.00 -1.33 0.71  -0.89
C -2.58 0.36 -0.33  0.48
C 2.86 1.82 3.57  -0.56
C 0.02 0.74 0.02  3.69
C 2.42 0.91 -1.14  -0.13
C -3.68 0.74 -1.12  -0.67
C 0.85 -1.58 0.60  0.12
C -1.34 1.15 -0.62  -0.15
C 3.86 1.07 -0.86  0.49
C -0.32 0.85 1.43  -0.98
C -2.77 -0.66 0.63  0.11
C -0.27 -1.23 -1.52  0.21
C 3.33 1.32 1.31  0.52
C 1.44 1.24 -0.10  -0.24
C 0.41 -3.47 -0.85  -0.49
C -5.04 -0.99 -0.16  -0.26
C 0.22 -0.73 -0.33  -0.58
H -0.61 -2.99 -2.71  0.40
H 0.48 -4.54 -1.04  0.38
H 2.58 2.88 3.44  0.25
H -0.77 -0.57 -2.24  0.48
H 0.65 2.06 -0.69  0.21
H 3.46 1.68 4.49  0.25
H -4.13 -2.11 1.47  0.36
H -3.56 1.58 -1.81  0.42
H 1.48 -3.58 1.06  0.40
H 1.22 -1.15 1.54  0.39
H -5.72 0.37 -1.70  0.36
H -5.99 -1.55 -0.11  0.35
H 1.96 1.17 3.58  0.20
H -1.96 -0.90 1.31  0.33

Spin multiplicity: 1
Electronic energy: -1345.07272 hartree
Total charge: -1
Gap between HOMO and LUMO: 6.22 eV
E_LUMO: 0.081 Eh

Molecular formula: C20H15AuN5O2SSe
Method: DFT, ωB97M-V/def2-TZVPD

Last column: Mulliken charge in e.
Cartesian coordinates (Å):
Au -0.25 -0.71 -0.27  1.13
Se 6.38 2.82 1.59  0.31
S -2.16 -1.22 1.13  -0.19
O -0.09 -5.01 -0.39  -0.67
O 0.50 -2.88 -0.03  -0.66
N 5.97 1.53 0.42  -0.82
N -1.20 -1.97 -1.99  -0.50
N 0.50 1.05 0.80  -0.46
N 4.69 3.08 2.06  -0.83
N 1.83 -0.46 -1.03  -0.56
C 3.82 -1.30 -2.01  -0.95
C -1.33 -3.37 -1.52  -0.56
C -0.20 -3.81 -0.57  0.58
C 2.44 -1.29 -1.86  0.08
C 3.94 0.43 -0.37  0.46
C 1.77 2.93 2.38  -0.39
C 1.84 1.22 0.70  0.30
C -3.50 -0.32 0.62  0.79
C 0.41 2.76 2.46  -0.95
C 3.96 2.25 1.37  0.88
C -5.79 1.08 -0.11  -0.35
C 2.56 0.38 -0.27  0.00
C 4.58 -0.43 -1.27  -0.50
C -4.71 -0.48 1.35  -0.46
C 2.51 2.15 1.49  0.38
C -5.83 0.21 0.98  -0.57
C -3.48 0.56 -0.49  -0.22
C 4.67 1.39 0.46  0.79
C -4.61 1.25 -0.84  -0.83
C -0.19 1.80 1.65  0.03
H 4.27 -2.00 -2.71  0.44
H -1.36 -4.06 -2.36  0.39
H -4.59 1.93 -1.68  0.40
H 5.66 -0.40 -1.35  0.54
H -1.26 1.62 1.69  0.31
H -2.10 -1.60 -2.28  0.25
H -6.75 0.09 1.54  0.41
H -0.20 3.35 3.13  0.44
H -6.68 1.63 -0.39  0.40
H -2.27 -3.46 -0.98  0.27
H 2.29 3.65 3.00  0.55
H -2.55 0.68 -1.04  0.32
H -0.59 -1.91 -2.79  0.27
H -4.72 -1.16 2.19  0.42
H 1.81 -1.97 -2.41  0.30

Spin multiplicity: 3
Electronic energy: -4130.47375 hartree
Total charge: +1
Gap between HOMO and LUMO (alpha / beta): 7.34 / 5.00 eV
E_LUMO (alpha / beta): -0.136 / -0.220 Eh
Expectation value of S²: 2.032

Molecular formula: C20H15BF2I2N3ORu
Method: DFT, ωB97M-V/def2-TZVPD

Last column: Mulliken charge in e.
Cartesian coordinates (Å):
I -2.14 -0.07 4.04  0.06
I 2.77 -3.50 4.65  0.07
Ru -0.88 0.04 -0.28  0.27
F -3.83 0.92 -1.96  -0.31
F -4.36 0.28 0.15  -0.30
O -0.36 0.87 1.54  -1.01
N -0.45 1.93 -1.05  0.49
N 1.32 -0.10 -0.63  -0.02
N 1.22 -4.88 -0.77  -0.56
C -2.14 -1.62 0.25  -0.29
C -0.24 -0.64 3.41  0.03
C 0.76 2.07 -1.60  0.81
C 2.10 0.24 0.60  -0.91
C -0.69 -2.26 -2.10  -0.62
C -1.52 -1.06 -2.03  0.33
C -0.85 -2.17 0.29  -0.80
C -1.25 2.99 -0.92  -0.23
C 0.47 -1.62 4.09  -0.39
C 0.38 4.41 -1.93  -0.30
C 0.53 -3.96 -0.85  0.01
C 1.72 -2.01 3.63  -0.32
C -0.32 -2.82 -0.94  0.38
C 1.60 0.82 -1.73  -0.96
C 2.27 -1.43 2.50  -0.64
C 0.29 -0.03 2.26  0.41
C 1.57 -0.44 1.82  0.35
C -0.87 4.25 -1.36  -0.91
C 1.21 3.31 -2.05  -1.08
C -2.53 -1.00 -0.98  -0.95
B -3.61 0.09 -0.93  0.64
H 1.53 -1.05 -0.91  0.32
H 0.71 5.38 -2.28  0.41
H 2.66 1.11 -1.78  0.37
H -0.45 -2.48 1.24  0.70
H 2.20 3.39 -2.48  0.45
H -2.20 2.82 -0.45  0.47
H 3.16 -0.01 0.45  0.51
H 0.03 -2.07 4.97  0.37
H -1.76 -0.56 -2.96  0.55
H -2.72 -1.48 1.15  0.51
H 1.35 0.32 -2.67  0.43
H 3.24 -1.74 2.15  0.40
H 2.01 1.32 0.73  0.37
H -1.55 5.08 -1.23  0.42
H -0.36 -2.66 -3.05  0.47

Spin multiplicity: 2
Electronic energy: -1925.63501 hartree
Gap between HOMO and LUMO (alpha / beta): 7.57 / 7.25 eV
E_LUMO (alpha / beta): -0.005 / -0.018 Eh
Relative energy (zero: lowest compared OMol25 entry of this formula, charge and spin): 0.0292 eV
Expectation value of S²: 0.755